1.
# C4H9N2

A gas-phase ion, C4H9N2 (charge +1) (wB97M-V/def2-TZVPD, the OMol25 dataset).

The geometry in ORCA input format:
```
! wB97M-V def2-TZVPD RIJCOSX def2/J DEFGRID3
* xyz 1 1
C 1.96130 -0.19174 0.90167
C -0.64102 -0.02135 -0.09680
C -1.73901 -0.99654 -0.43649
C -1.01673 1.32030 0.22932
N 0.59777 -0.59231 0.27798
N 2.87553 0.09806 0.01410
H -2.71784 -0.64608 -0.27242
H -1.52929 -1.97773 0.10712
H -1.75436 -1.26693 -1.59273
H -0.20393 2.02649 0.01764
H -1.11551 1.57434 1.35154
H -1.93487 1.61913 -0.26010
H 0.62898 -1.58239 0.24296
H 3.76040 0.28542 0.53028
H 2.82858 0.35134 -1.01407
*
```

Calculated values
Kohn-Sham gap = 8.9 eV
E_LUMO = -4.84 eV
energy relative to the best compared isomer or geometry (same formula, charge and spin) = 85.0 kcal/mol
HOMO = -0.505 hartree



2.
# C12H20HgN2O2

A molecular structure, C12H20HgN2O2 (wB97M-V/def2-TZVPD, the OMol25 dataset).

The geometry in ORCA input format:
```
! wB97M-V def2-TZVPD RIJCOSX def2/J DEFGRID3
* xyz 0 1
C -0.17006 2.96032 0.41311
C -2.45432 0.86788 -1.11314
C 0.51369 2.17836 -0.66627
H 0.00569 4.04586 0.32644
C -1.69516 0.42333 -2.11657
H -3.07284 0.15404 -0.55878
H 1.59046 2.38504 -0.66913
H -1.74297 -0.62829 -2.41667
C 0.03073 2.35821 -2.10184
H 0.94218 2.56255 -2.69427
H -0.56865 3.27768 -2.17962
C -1.69069 2.68981 0.61292
H -2.12912 3.62040 1.01093
H -1.84773 1.93213 1.38761
C -2.54299 2.28723 -0.61121
H -2.41665 3.00345 -1.42727
H -3.58912 2.40581 -0.26586
C -0.68960 1.24093 -2.87353
H -1.14231 1.71269 -3.77233
H 0.04972 0.52265 -3.25741
Hg 0.58543 0.46139 0.68939
H 0.30858 2.62012 1.37347
C 3.37138 -2.76499 1.69652
C 2.10289 -2.10670 1.30091
N 2.09912 -1.26441 0.26376
O 3.40527 -0.98644 -0.14316
C 0.84753 -2.29291 1.95903
C 0.57401 -3.31566 3.00175
N -0.11734 -1.41338 1.57765
O -1.33149 -1.65784 1.79647
H 4.19193 -2.33925 1.11476
H 3.31413 -3.84386 1.51399
H 3.57495 -2.62146 2.76656
H 3.31687 -0.39106 -0.91428
H 0.13469 -2.84719 3.89336
H -0.12678 -4.08478 2.64155
H 1.51220 -3.80792 3.28902
*
```

Calculated values
Kohn-Sham gap (spin up / spin down) = 7.3 / 7.3 eV
E_LUMO (spin up / spin down) = -0.22 / -0.22 eV
HOMO (spin up / spin down) = -0.276 / -0.276 hartree



3.
# C7H16N2

A molecular structure, C7H16N2 (wB97M-V/def2-TZVPD, the OMol25 dataset).

The geometry in ORCA input format:
```
! wB97M-V def2-TZVPD RIJCOSX def2/J DEFGRID3
* xyz 0 1
C 0.67938 0.56671 -0.29015
C 0.54730 -0.85984 -0.54565
C 0.25114 1.55754 -1.35077
C 0.90479 -1.87305 0.51752
C -2.27578 0.13125 0.40298
C -0.90679 0.45249 0.91438
N 1.75875 1.01990 0.49301
N -0.40284 -1.32790 -1.47584
C -0.68333 0.84269 2.16606
H 1.82163 -0.69768 -1.40313
H 2.30457 1.74278 0.04470
H 2.38174 0.30371 0.83940
H -0.35468 -0.84011 -2.36130
H -0.32412 -2.32332 -1.63761
H 1.00107 1.60074 -2.14591
H -0.70503 1.28615 -1.79771
H 0.15160 2.55216 -0.90788
H 1.32394 -1.42141 1.41487
H 0.02140 -2.43810 0.82439
H 1.63978 -2.57202 0.10802
H -2.48274 0.63309 -0.54648
H -3.05365 0.45448 1.10750
H -2.40757 -0.94205 0.24912
H 0.31035 1.08804 2.52683
H -1.50092 1.06375 2.85365
*
```

Calculated values
Kohn-Sham gap = 8.4 eV
E_LUMO = 0.98 eV
energy relative to the best compared isomer or geometry (same formula, charge and spin) = 97.3 kcal/mol
HOMO = -0.272 hartree



Number 1: total energy -266.96388 Eh, strongest force on any atom 0.1106 Eh/bohr. Number 2: total energy -882.43051 Eh, strongest force on any atom 0.0556 Eh/bohr. Number 3: total energy -385.68558 Eh, strongest force on any atom 0.1251 Eh/bohr.